Computed, not measured: a molecular structure, C13H12BN9O2PtSe in a non-equilibrium geometry, with the ωB97M-V functional and the def2-TZVPD basis.

Structure (XYZ):
```
39
Properties=species:S:1:pos:R:3:lowdin_charge:R:1
Pt -0.180 -0.155 -0.302 1.436
Se 0.188 -4.008 -2.743 1.010
O -1.522 -1.581 0.042 -0.334
O -2.758 -0.848 0.115 -0.130
N -0.866 1.126 2.107 0.027
N 0.964 1.560 -0.313 -0.141
N 1.094 -0.743 1.539 -0.021
N 0.740 2.566 3.348 -0.030
N 0.649 -1.368 -1.617 -0.073
N 1.434 0.281 2.356 0.027
N 1.638 2.487 4.351 0.074
N 1.036 2.230 0.859 0.022
N -1.392 0.890 0.901 -0.077
C 0.474 -2.432 -2.062 -0.761
C 0.285 4.258 4.688 -0.049
C 1.921 -1.751 1.781 -0.108
C 1.591 3.432 0.638 -0.025
C -0.096 3.630 3.537 -0.089
C -1.626 0.540 3.094 -0.010
C 2.811 -1.393 2.792 -0.026
C 1.375 3.494 5.159 -0.132
C 1.456 2.346 -1.267 -0.100
C 1.875 3.550 -0.708 -0.020
C -2.657 0.162 1.078 -0.344
C 2.473 -0.098 3.127 -0.027
C -2.672 -0.116 2.557 0.076
B 0.626 1.584 2.215 -0.663
H -0.147 5.131 5.145 0.101
H 1.830 -2.680 1.241 0.116
H 1.496 2.019 -2.293 0.120
H 3.585 -2.003 3.223 0.107
H 2.323 4.386 -1.213 0.110
H 1.970 3.649 6.044 0.109
H -0.878 3.863 2.831 0.129
H 1.766 4.124 1.446 0.137
H -3.446 -0.671 3.058 0.127
H -1.330 0.643 4.127 0.146
H 2.872 0.575 3.863 0.110
H -3.507 0.814 0.823 0.177
```

LUMO energy (spin up / spin down) in eV: -3.23 / -7.06
⟨S²⟩: 3.785
Total charge: +1
Multiplicity: 4
Gap between HOMO and LUMO (spin up / spin down) in eV: 8.25 / 4.99



Computed, not measured: a molecular structure, C13H12Cl7NO4Tc, with the ωB97M-V functional and the def2-TZVPD basis.

Structure (XYZ):
```
38
Properties=species:S:1:pos:R:3:lowdin_charge:R:1
Tc 0.604 -0.508 0.055 1.540
Cl -4.315 2.956 1.457 0.560
Cl 2.317 -4.966 -0.219 0.824
Cl -2.752 -6.789 -0.069 0.815
Cl -3.794 -3.821 0.055 0.800
Cl -3.383 1.212 -0.704 0.488
Cl -1.707 -1.484 0.024 0.808
Cl 0.299 -7.351 -0.218 0.797
O -0.813 3.100 0.786 0.205
O 0.177 1.281 -0.116 -0.218
O 0.194 -0.083 2.007 -0.155
O 0.975 -2.332 -0.063 -0.256
N 2.599 -0.079 0.082 0.079
C -0.272 -5.756 -0.136 -0.679
C 5.174 0.228 0.038 0.017
C -1.650 -5.499 -0.066 -0.662
C 0.161 -3.384 -0.060 -0.395
C -1.172 1.525 3.248 0.018
C -3.834 2.882 -0.231 -0.963
C 1.302 1.928 2.837 0.027
C 0.645 -4.697 -0.140 -0.600
C 3.736 0.057 0.063 -0.096
C -0.007 1.406 2.298 -0.428
C -0.313 2.044 0.938 -0.478
C -2.135 -4.178 -0.003 -0.689
C -1.207 -3.159 0.000 -0.521
H 5.534 0.424 1.048 0.114
H 5.631 -0.684 -0.347 0.117
H 5.423 1.065 -0.615 0.118
H -1.375 2.584 3.406 0.122
H -0.611 -0.540 2.308 0.105
H -0.931 1.071 4.209 0.116
H 1.205 3.006 2.977 0.126
H 1.522 1.470 3.800 0.114
H -2.083 1.091 2.831 0.094
H -2.968 3.513 -0.382 0.015
H 2.125 1.748 2.148 0.082
H -4.668 3.169 -0.860 0.038
```

LUMO energy (spin up / spin down) in eV: -9.53 / -9.90
⟨S²⟩: 0.869
Total charge: +2
Multiplicity: 2
Gap between HOMO and LUMO (spin up / spin down) in eV: 5.64 / 5.13



Computed, not measured: a molecular structure, C13H12ClFeN4OS2 in a non-equilibrium geometry, with the ωB97M-V functional and the def2-TZVPD basis.

Structure (XYZ):
```
34
Properties=species:S:1:pos:R:3:lowdin_charge:R:1
Fe 0.084 -0.180 -0.097 0.183
Cl -1.860 -3.875 3.822 0.710
S 1.823 -0.169 1.253 0.767
S 1.276 -1.324 -1.548 0.783
O -0.698 1.545 -0.361 -0.148
N 0.168 3.326 0.722 0.186
N 0.666 1.394 -3.616 0.146
N -1.419 -1.139 1.019 -0.014
N 2.616 4.742 -1.350 0.139
C -1.189 -2.036 1.977 -0.133
C -2.223 -2.728 2.585 -0.639
C -2.681 -0.900 0.640 -0.094
C 0.117 2.551 -0.385 -0.508
C 3.944 -1.800 -1.854 -0.113
C 4.485 -0.700 0.908 -0.129
C 1.827 3.906 -1.451 -0.229
C 0.884 2.851 -1.510 -0.206
C 0.759 2.059 -2.678 -0.239
C 2.862 -1.275 -0.957 -0.751
C -3.530 -2.497 2.194 -0.067
C 3.110 -0.756 0.311 -0.743
C -3.759 -1.559 1.200 -0.031
H -0.217 2.946 1.568 0.111
H 0.890 4.023 0.802 0.102
H 4.002 -1.197 -2.761 0.085
H -0.158 -2.202 2.259 0.100
H -2.817 -0.145 -0.125 0.121
H -4.762 -1.339 0.864 0.117
H 3.725 -2.824 -2.157 0.077
H 5.141 -0.072 0.301 0.089
H 4.917 -1.784 -1.368 0.067
H 4.448 -0.282 1.911 0.060
H -4.342 -3.036 2.660 0.117
H 4.930 -1.695 0.964 0.084
```

LUMO energy (spin up / spin down) in eV: -1.02 / -1.50
⟨S²⟩: 0.847
Multiplicity: 2
Gap between HOMO and LUMO (spin up / spin down) in eV: 6.93 / 6.45



Computed, not measured: a single C13H12N2O5S molecule in a non-equilibrium geometry, with the ωB97M-V functional and the def2-TZVPD basis.

Structure (XYZ):
```
33
Properties=species:S:1:pos:R:3:lowdin_charge:R:1
S 2.132 0.251 0.179 0.611
O -3.591 2.247 -3.875 0.081
O -3.669 0.101 -3.926 0.089
O 2.710 -0.191 1.405 -0.270
O 1.975 -0.652 -0.910 -0.252
O -0.619 -1.460 -0.494 0.050
N 0.630 0.923 0.552 -0.062
N -3.249 1.150 -3.486 -0.362
C 0.631 -2.385 3.347 -0.089
C -0.359 -1.435 3.169 -0.075
C -0.781 -1.096 1.896 -0.026
C -1.873 -0.138 -1.937 0.110
C -0.195 -1.708 0.796 -0.283
C 3.059 1.694 -0.410 -0.113
C -0.822 2.203 -0.904 -0.002
C -1.774 2.278 -1.898 0.003
C -0.936 -0.221 -0.910 -0.197
C 1.194 -3.008 2.247 -0.074
C -2.276 1.094 -2.427 -0.146
C -0.371 0.976 -0.419 -0.230
C 0.784 -2.676 0.971 -0.022
H 0.961 -2.639 4.343 0.101
H -1.563 -0.363 1.753 0.123
H -2.295 -1.045 -2.340 0.139
H -2.120 3.224 -2.281 0.119
H 1.217 -3.137 0.098 0.125
H 4.026 1.334 -0.737 0.067
H 2.520 2.128 -1.242 0.062
H 1.965 -3.752 2.383 0.108
H -0.406 3.109 -0.488 0.119
H 0.730 1.754 1.115 0.128
H 3.177 2.394 0.407 0.062
H -0.810 -0.953 4.024 0.104
```

LUMO energy in eV: -0.64
Structure (SMILES): CS(=O)(=O)Nc1ccc([N+](=O)[O-])cc1Oc1ccccc1
Gap between HOMO and LUMO in eV: 8.14



Computed, not measured: a gas-phase ion, C13H12NSe (charge +1) in a non-equilibrium geometry, with the ωB97M-V functional and the def2-TZVPD basis.

Structure (XYZ):
```
27
Properties=species:S:1:pos:R:3:lowdin_charge:R:1
Se -2.676 1.175 -1.132 0.923
N 0.450 1.306 0.190 -0.019
C -0.372 1.098 1.228 -0.038
C -0.883 1.167 -1.886 -0.517
C 0.858 2.554 2.578 -0.009
C 1.474 2.151 0.325 -0.021
C -0.904 -2.704 0.669 -0.045
C 0.179 0.507 -1.067 -0.284
C 0.079 -1.937 -1.783 -0.014
C 1.705 2.807 1.497 -0.036
C -0.296 1.745 2.424 -0.027
C -0.651 -1.392 0.434 -0.068
C -0.126 -3.248 -1.487 -0.082
C -0.615 -3.658 -0.261 -0.034
C -0.070 -0.960 -0.708 -0.169
H 2.198 2.334 -0.579 0.190
H 1.050 2.950 3.669 0.167
H 0.486 -1.815 -2.822 0.139
H -0.951 0.572 -2.755 0.052
H 2.571 3.407 1.783 0.131
H 0.065 -3.970 -2.297 0.127
H -0.946 1.345 3.211 0.130
H -0.773 -4.666 -0.139 0.095
H -1.273 -2.898 1.577 0.082
H -0.863 2.271 -2.257 0.105
H 1.017 0.451 -1.659 0.122
H -0.733 -0.592 1.248 0.100
```

LUMO energy (spin up / spin down) in eV: -6.66 / -6.61
Total charge: +1
Gap between HOMO and LUMO (spin up / spin down) in eV: 5.06 / 5.18



Computed, not measured: 2 unconnected molecules or ions with the total composition C13H12OSi in a non-equilibrium geometry, with the ωB97M-V functional and the def2-TZVPD basis.

Structure (XYZ):
```
27
Properties=species:S:1:pos:R:3:lowdin_charge:R:1
Si 0.137 2.950 0.092 0.690
O -0.299 2.033 -1.014 -0.399
C 2.038 -0.502 -1.184 -0.030
C 4.032 0.379 -0.208 -0.096
C -1.369 -0.516 0.071 -0.239
C -3.578 -0.431 -0.981 -0.121
C 3.333 -0.061 -1.321 -0.110
C -3.221 -1.686 1.102 -0.083
C 3.418 0.252 1.053 -0.130
C 1.311 -0.389 0.059 -0.246
C -2.272 -0.078 -0.999 -0.042
C -0.052 -0.238 0.051 0.073
C -4.082 -1.237 0.050 -0.084
C 2.124 -0.036 1.225 -0.086
C -1.879 -1.397 1.040 -0.049
H -4.232 -0.211 -1.908 0.134
H 1.495 -0.994 -1.945 0.100
H -5.206 -1.389 0.103 0.113
H 0.563 2.333 1.272 -0.068
H 3.903 -0.280 -2.220 0.106
H -3.535 -2.251 1.871 0.058
H 3.988 0.491 1.946 0.102
H -0.100 4.404 0.162 -0.073
H 1.498 -0.273 2.185 0.149
H -1.841 0.333 -1.879 0.093
H -1.241 -1.749 1.913 0.136
H 5.067 0.541 -0.536 0.104
```

LUMO energy (spin up / spin down) in eV: -0.45 / -0.52
Gap between HOMO and LUMO (spin up / spin down) in eV: 6.24 / 5.93



Computed, not measured: a molecular structure, C13H13BN2SnTe4 in a non-equilibrium geometry, with the ωB97M-V functional and the def2-TZVPD basis.

Structure (XYZ):
```
34
Properties=species:S:1:pos:R:3:lowdin_charge:R:1
Te -1.394 -0.438 2.395 0.259
Te 2.397 0.177 0.511 0.341
Te 2.600 -0.065 2.971 -0.014
Te 0.432 -0.447 4.120 -0.033
Sn -0.002 0.006 -0.017 0.362
N -1.298 -1.530 -0.936 0.000
N 0.678 -0.005 -2.022 -0.060
C -3.257 -0.043 -0.549 -0.169
C -1.584 3.818 -1.373 -0.067
C -4.581 0.043 -0.096 -0.023
C -3.429 -2.445 -0.217 -0.041
C -2.863 3.486 -1.796 -0.066
C -1.285 1.563 -0.594 -0.305
C -4.742 -2.331 0.189 -0.064
C -2.688 -1.320 -0.562 -0.316
C 0.701 0.035 -3.184 -0.175
C -3.358 2.211 -1.594 -0.035
C -2.597 1.233 -0.943 -0.209
C -5.313 -1.070 0.269 -0.059
C -0.784 2.838 -0.804 -0.110
B 0.756 0.041 -4.704 -0.393
H -5.031 1.022 -0.009 0.120
H 1.667 -0.696 -4.987 0.019
H -3.482 4.227 -2.286 0.107
H -6.330 -0.952 0.618 0.111
H -5.310 -3.214 0.447 0.111
H 0.245 3.069 -0.548 0.099
H -1.043 -2.487 -0.705 0.120
H -1.159 -1.392 -1.939 0.115
H -4.349 1.961 -1.954 0.116
H 0.931 1.180 -5.052 0.018
H -2.957 -3.420 -0.267 0.120
H -1.203 4.821 -1.513 0.108
H -0.320 -0.394 -5.049 0.016
```

LUMO energy in eV: -0.52
Gap between HOMO and LUMO in eV: 6.17



Computed, not measured: a molecular structure, C13H13Cl5KN2O2SSi in a non-equilibrium geometry, with the ωB97M-V functional and the def2-TZVPD basis.

Structure (XYZ):
```
38
Properties=species:S:1:pos:R:3:lowdin_charge:R:1
K 2.914 0.806 -1.369 0.562
Cl 0.257 3.014 -3.162 0.516
Cl 5.302 -0.427 -5.267 0.006
Cl 5.657 2.717 -4.818 -0.005
Cl -2.190 4.299 -4.141 0.485
Cl 5.829 0.697 -2.311 0.006
S 1.400 0.098 1.059 0.513
Si 4.592 1.090 -3.988 -0.668
O 1.966 1.432 1.121 -0.384
O 2.300 -0.974 1.435 -0.322
N 0.233 -1.245 -2.240 0.107
N 0.825 -0.044 -0.411 -0.247
C -0.487 -3.522 -2.104 -0.107
C -0.439 4.445 -3.978 -1.013
C 0.085 -2.345 -0.113 -0.027
C -0.085 -0.800 3.246 -0.062
C -2.151 0.976 2.747 -0.038
C -3.559 -0.053 4.551 -0.059
C -0.200 -2.362 -2.795 -0.175
C 0.388 -1.212 -0.907 -0.436
C -1.227 -0.828 4.028 -0.042
C -2.283 0.039 3.764 -0.283
C 0.002 0.098 2.199 -0.270
C -1.010 1.008 1.966 -0.049
C -0.338 -3.500 -0.720 -0.092
H -0.314 -2.323 -3.872 0.098
H -0.890 1.719 1.165 0.116
H -4.252 0.731 4.256 0.069
H 0.747 -1.465 3.419 0.111
H -0.810 -4.414 -2.618 0.084
H -1.307 -1.528 4.850 0.111
H -4.041 -1.012 4.357 0.080
H -0.021 4.529 -4.980 0.026
H -0.239 5.332 -3.381 0.022
H -2.951 1.682 2.563 0.108
H 0.217 -2.291 0.957 0.081
H -3.375 0.017 5.623 0.077
H -0.545 -4.384 -0.130 0.099
```

LUMO energy in eV: 2.26
Total charge: -1
Gap between HOMO and LUMO in eV: 6.83